(1)
Computed, not measured: an isolated molecule of C3H4O3 in a non-equilibrium geometry, with ωB97M-V with the def2-TZVPD basis set.

Geometry (Å):
O -1.78 0.15 1.15
C -1.23 0.84 0.35
O 0.19 1.29 0.36
C 0.86 0.31 -0.30
C 0.64 -1.08 0.04
O -0.19 -0.54 -0.98
H -1.69 1.53 -0.35
H 1.71 0.65 -0.91
H 1.35 -1.79 -0.34
H 0.14 -1.35 0.97

Properties
ΔE to the lowest compared entry with this formula, charge and spin = 2.942 eV
E_HOMO = -0.3873 Eh
total charge = 0
SMILES = O=CO[C@H]1CO1
multiplicity = 1
LUMO energy = 1.008 eV

In elementary charge units, the natural (NBO) charges are: O -0.521; C 0.672; O -0.560; C 0.333; C -0.148; O -0.510; H 0.136; H 0.195; H 0.190; H 0.212


(2)
Computed, not measured: a structure of composition C26H42BrN3OP2Pd in a non-equilibrium geometry, with ωB97M-V with the def2-TZVPD basis set.

Geometry (Å):
C -0.23 -4.32 -4.43
C 0.65 -3.88 -3.42
C 1.74 -3.06 -3.77
C 1.89 -2.69 -5.11
N 1.03 -3.10 -6.04
C 0.00 -3.88 -5.74
C 0.34 -4.17 -2.05
C 0.35 -3.92 -0.83
C 0.19 -3.82 0.54
C -1.13 -3.72 1.07
C -1.40 -2.56 1.77
C -0.28 -1.72 1.92
C 1.04 -2.18 2.01
C 1.30 -3.33 1.26
Pd -0.45 0.26 1.87
P -0.80 0.53 -0.34
H 2.48 -2.73 -3.04
H -1.07 -4.98 -4.22
H 2.70 -2.01 -5.41
H -0.70 -4.17 -6.53
H 2.30 -3.75 1.12
H -1.90 -4.45 0.79
H 1.78 -1.63 2.60
H -2.38 -2.29 2.13
C -1.69 2.11 -0.45
C -1.79 2.84 -1.79
H -1.23 2.77 0.30
H -2.69 1.86 -0.07
H -2.35 3.77 -1.63
H -0.81 3.12 -2.19
H -2.32 2.26 -2.54
C 0.61 0.52 -1.53
C 0.39 0.42 -3.04
H 1.25 -0.32 -1.21
H 1.19 1.44 -1.32
H 1.36 0.52 -3.55
H -0.02 -0.55 -3.34
H -0.26 1.21 -3.44
C -1.93 -0.76 -0.97
C -2.73 -0.45 -2.24
H -2.64 -0.95 -0.15
H -1.30 -1.66 -1.09
H -3.25 -1.37 -2.54
H -3.49 0.32 -2.05
H -2.10 -0.12 -3.07
Br -1.16 1.10 4.16
P 1.57 2.05 1.98
C 1.85 3.20 0.57
C 2.51 4.55 0.86
H 0.87 3.35 0.10
H 2.45 2.64 -0.16
H 2.63 5.09 -0.08
H 1.90 5.17 1.52
H 3.50 4.45 1.30
C 1.40 3.12 3.47
C 2.62 3.28 4.37
H 0.59 2.64 4.05
H 1.01 4.09 3.14
H 2.28 3.73 5.31
H 3.09 2.32 4.61
H 3.38 3.95 3.94
C 3.13 1.10 2.17
C 4.44 1.86 1.90
H 3.04 0.24 1.48
H 3.11 0.70 3.19
H 5.28 1.15 1.98
H 4.48 2.29 0.90
H 4.63 2.65 2.64
N -5.91 -1.59 1.56
C -4.80 -0.88 2.03
N -4.41 -1.28 3.30
O -4.24 0.00 1.37
H -5.95 -2.55 1.89
H -6.03 -1.48 0.56
H -3.80 -0.63 3.79
H -5.11 -1.76 3.85

Properties
ΔE to the lowest compared entry with this formula, charge and spin = 0.934 eV
E_HOMO (spin up / spin down) = -0.5200 / -0.5347 Eh
total charge = +2
multiplicity = 3
LUMO energy (spin up / spin down) = -7.452 / -8.873 eV

In elementary charge units, the Löwdin charges are: C 0.008; C -0.222; C -0.006; C -0.116; N 0.088; C -0.098; C 0.147; C 0.077; C -0.216; C 0.045; C -0.047; C -0.236; C -0.052; C 0.041; Pd 0.455; P 0.880; H 0.120; H 0.124; H 0.122; H 0.123; H 0.150; H 0.153; H 0.115; H 0.099; C -0.366; C -0.113; H 0.063; H 0.090; H 0.095; H 0.074; H 0.067; C -0.353; C -0.122; H 0.078; H 0.053; H 0.090; H 0.062; H 0.068; C -0.368; C -0.109; H 0.055; H 0.070; H 0.091; H 0.083; H 0.054; Br 0.092; P 0.998; C -0.392; C -0.112; H 0.059; H 0.073; H 0.095; H 0.077; H 0.073; C -0.425; C -0.122; H -0.081; H 0.088; H 0.096; H 0.074; H 0.075; C -0.390; C -0.117; H 0.069; H 0.084; H 0.093; H 0.073; H 0.069; N 0.149; C -0.638; N 0.145; O -0.011; H 0.097; H 0.106; H 0.070; H 0.113


(3)
Computed, not measured: a cluster of 5 separate species, C79H65F8N4O12S2 in total in a non-equilibrium geometry, with ωB97M-V with the def2-TZVPD basis set.

Geometry (Å):
O 1.70 -0.95 3.68
C 1.41 0.05 3.06
C 1.31 0.03 1.52
C 2.42 -0.80 0.87
N 3.55 0.00 0.33
C 3.83 1.21 1.03
N 3.42 2.39 0.41
C 4.51 3.03 -0.41
C 3.91 3.88 -1.54
C 3.11 5.03 -0.90
S 4.16 6.53 -0.76
N 4.38 1.31 2.20
C 4.61 2.62 2.85
C 6.04 3.18 2.61
C 6.10 4.72 2.49
F 6.66 5.27 3.62
C 4.84 0.14 2.96
C 6.37 -0.14 2.78
C 7.17 0.04 4.11
C 8.49 0.85 3.88
S 9.00 1.74 5.35
O 10.27 1.27 5.78
O 8.00 1.68 6.37
O 9.17 3.28 4.93
C 4.66 -0.76 -0.13
F 5.78 -0.04 -0.25
F 4.97 -1.82 0.66
C 4.35 -1.39 -1.55
F 5.55 -1.70 -2.08
F 3.68 -2.54 -1.44
C 3.63 -0.43 -2.53
F 2.33 -0.26 -2.25
F 3.68 -1.00 -3.74
F 4.26 0.74 -2.64
N 1.12 1.27 3.80
C -0.01 1.95 3.19
C -1.28 1.48 3.38
C -2.32 2.16 2.74
C -2.03 3.25 1.97
C -0.76 3.74 1.81
C 0.27 3.08 2.43
H 1.20 1.04 1.10
H 0.37 -0.49 1.31
H 1.96 -1.36 0.06
H 2.73 -1.56 1.60
H 2.72 2.09 -0.27
H 5.02 3.76 0.24
H 5.25 2.34 -0.81
H 4.76 4.36 -2.05
H 3.30 3.28 -2.23
H 2.76 4.80 0.12
H 2.22 5.30 -1.47
H 3.87 7.07 0.44
H 4.56 2.40 3.92
H 3.81 3.33 2.65
H 6.65 2.92 3.48
H 6.48 2.73 1.72
H 5.12 5.16 2.27
H 6.78 4.96 1.67
H 4.71 0.32 4.03
H 4.30 -0.78 2.74
H 6.82 0.53 2.04
H 6.54 -1.17 2.46
H 7.50 -0.94 4.45
H 6.58 0.46 4.92
H 9.27 0.14 3.59
H 8.36 1.55 3.05
H 8.35 3.70 5.23
H 1.93 1.88 3.85
H -1.46 0.60 3.99
H -3.35 1.83 2.82
H -2.83 3.77 1.45
H -0.52 4.62 1.22
H 1.30 3.41 2.31
C -8.85 -1.97 4.45
C -9.35 -2.47 5.65
C -8.67 -2.22 6.84
C -7.49 -1.49 6.82
C -6.98 -1.01 5.61
C -7.67 -1.25 4.43
C -5.69 -0.27 5.57
O -5.24 0.14 4.53
C -4.96 -0.06 6.84
C -3.73 0.59 6.81
C -3.03 0.80 7.98
C -3.55 0.37 9.20
C -4.78 -0.27 9.24
C -5.48 -0.50 8.06
C -6.78 -1.23 8.11
O -7.24 -1.60 9.16
H -9.39 -2.15 3.53
H -10.26 -3.04 5.67
H -9.06 -2.61 7.77
H -7.29 -0.87 3.50
H -3.32 0.93 5.86
H -2.07 1.30 7.95
H -3.01 0.55 10.12
H -5.19 -0.61 10.18
C 0.17 -2.21 -1.94
C -0.01 -3.21 -2.89
C -1.26 -3.78 -3.06
C -2.33 -3.37 -2.26
C -2.13 -2.39 -1.29
C -0.88 -1.81 -1.14
C -3.24 -1.97 -0.39
O -3.06 -1.11 0.45
C -4.56 -2.63 -0.55
C -5.60 -2.30 0.32
C -6.84 -2.90 0.17
C -7.06 -3.83 -0.84
C -6.02 -4.17 -1.70
C -4.77 -3.58 -1.55
C -3.67 -3.99 -2.46
O -3.85 -4.80 -3.34
H 1.14 -1.75 -1.81
H 0.82 -3.53 -3.51
H -1.41 -4.55 -3.81
H -0.74 -1.04 -0.39
H -5.44 -1.57 1.10
H -7.65 -2.64 0.85
H -8.03 -4.29 -0.95
H -6.19 -4.89 -2.48
C 8.07 9.76 -3.64
C 8.63 10.35 -4.77
C 8.57 9.71 -5.99
C 7.96 8.47 -6.10
C 7.41 7.86 -4.96
C 7.46 8.52 -3.74
C 6.80 6.51 -5.04
O 6.32 5.99 -4.05
C 6.78 5.81 -6.35
C 6.26 4.53 -6.44
C 6.23 3.87 -7.66
C 6.71 4.50 -8.80
C 7.24 5.78 -8.72
C 7.29 6.43 -7.50
C 7.89 7.79 -7.42
O 8.31 8.34 -8.42
H 8.11 10.27 -2.69
H 9.12 11.31 -4.69
H 9.01 10.17 -6.87
H 7.03 8.06 -2.86
H 5.88 4.04 -5.55
H 5.83 2.87 -7.72
H 6.68 3.99 -9.75
H 7.62 6.26 -9.61
C -6.17 -7.80 -4.88
C -6.37 -8.80 -5.83
C -7.62 -9.37 -5.99
C -8.68 -8.96 -5.19
C -8.47 -7.97 -4.22
C -7.22 -7.39 -4.08
C -9.58 -7.54 -3.32
O -9.39 -6.68 -2.48
C -10.90 -8.20 -3.46
C -11.93 -7.85 -2.60
C -13.18 -8.44 -2.73
C -13.40 -9.38 -3.74
C -12.38 -9.73 -4.60
C -11.12 -9.15 -4.46
C -10.02 -9.56 -5.38
O -10.22 -10.38 -6.25
H -5.19 -7.35 -4.76
H -5.55 -9.13 -6.45
H -7.78 -10.14 -6.73
H -7.06 -6.62 -3.34
H -11.76 -7.12 -1.82
H -13.98 -8.18 -2.05
H -14.38 -9.84 -3.84
H -12.55 -10.46 -5.38

Properties
E_HOMO = -0.3954 Eh
total charge = +1
multiplicity = 1
LUMO energy = -3.992 eV

Atom charges from the Löwdin analysis, given in e for atoms 1 to 99: O 0.117; C -0.405; C -0.050; C -0.093; N 0.072; C -0.235; N 0.099; C -0.174; C -0.225; C -0.536; S 0.723; N 0.058; C -0.080; C -0.115; C -0.187; F -0.033; C -0.072; C -0.133; C -0.187; C -0.211; S 0.593; O -0.249; O -0.281; O -0.150; C -0.441; F 0.166; F 0.142; C -0.344; F 0.171; F 0.178; C -0.527; F 0.157; F 0.186; F 0.186; N 0.105; C -0.297; C -0.002; C -0.044; C -0.088; C -0.074; C -0.066; H 0.109; H 0.127; H 0.105; H 0.128; H 0.136; H 0.092; H 0.117; H 0.095; H 0.112; H 0.053; H 0.068; H -0.146; H 0.137; H 0.121; H 0.099; H 0.111; H 0.110; H 0.128; H 0.132; H 0.114; H 0.091; H 0.114; H 0.124; H 0.097; H 0.116; H 0.084; H 0.081; H 0.106; H 0.127; H 0.115; H 0.115; H 0.110; H 0.095; C -0.057; C -0.050; C 0.004; C -0.079; C -0.082; C -0.005; C -0.277; O 0.088; C -0.085; C -0.005; C -0.055; C -0.052; C 0.004; C -0.079; C -0.275; O 0.115; H 0.105; H 0.110; H 0.123; H 0.112; H 0.103; H 0.106; H 0.109; H 0.123; C -0.063


(4)
Computed, not measured: an isolated molecule of C3F2O in a non-equilibrium geometry, with ωB97M-V with the def2-TZVPD basis set.

Geometry (Å):
C 0.00 -0.02 0.01
C 1.35 0.23 -0.74
C -0.87 0.66 0.81
O -1.54 1.31 1.44
F -0.52 -1.28 -0.23
F 1.58 -0.91 -1.28

Properties
ΔE to the lowest compared entry with this formula, charge and spin = 1.630 eV
E_HOMO = -0.3622 Eh
total charge = 0
multiplicity = 1
LUMO energy = -0.638 eV

In elementary charge units, the natural (NBO) charges are: C -0.128; C 0.349; C 0.759; O -0.348; F -0.330; F -0.300


no.,DFT total energy (eV)
1,-9315.75882
2,-126243.59439
3,-156913.35781
4,-10588.41524